Entry 1:
Here is a cluster of 7 separate species, C49H85O12P in total in a non-equilibrium geometry from the OMol25 dataset. Energies are from ωB97M-V with the def2-TZVPD basis set.

Structure (XYZ):
```
147
Properties=species:S:1:pos:R:3:forces:R:3
C -4.694181 -2.445070 5.179759 -0.26 -0.59 -0.21
C -4.524621 -3.705939 4.207085 1.15 0.55 1.66
C -3.065314 -3.626098 3.605940 0.11 0.12 -0.86
C -3.022042 -3.615959 2.028088 -0.37 -1.81 1.50
O -1.645822 -3.378869 1.638660 -0.83 1.26 -1.59
C -1.499868 -2.306252 0.784784 0.71 0.60 -0.12
C -1.958087 -1.048670 1.013938 0.54 0.00 -0.45
C -1.684273 0.092810 -0.020303 0.69 -1.29 0.21
O -2.510573 0.933534 -0.268247 0.40 -0.28 0.08
C -0.280682 0.004324 -0.717733 1.07 -0.24 -0.35
C 0.509748 1.203140 -1.059467 0.63 -2.79 -0.46
C -0.001759 2.652355 -0.793766 0.64 -0.11 -0.55
O -0.651307 2.833035 0.457047 0.75 -0.68 -0.22
C 0.275156 2.803664 1.556357 0.11 1.33 0.31
C 0.599799 4.308395 1.937278 -0.11 -0.46 -0.26
C 1.835312 0.939167 -1.677340 -1.23 -0.77 0.55
P 3.057205 2.292734 -2.158483 0.72 -0.97 -0.31
C 2.209497 3.667634 -3.110205 0.01 0.91 -0.19
C 3.699061 2.929199 -0.475020 -0.92 0.45 0.17
C 3.663049 4.496083 -0.339844 0.60 -0.24 0.96
C 2.312475 -0.429668 -1.936076 -2.10 0.36 1.06
C 1.509364 -1.603662 -1.592730 -0.22 2.01 -0.13
C 2.114706 -3.017912 -1.870155 -0.36 0.96 0.02
O 2.433506 -3.662479 -0.632068 0.51 0.18 -0.63
C 3.619103 -3.141380 -0.040174 0.63 0.65 1.76
C 3.277571 -2.257870 1.229310 0.09 0.02 -0.59
O 4.483050 -2.102504 2.005791 -1.56 0.14 0.22
C 4.093562 -1.494340 3.273607 1.16 0.51 -0.96
C 5.347704 -0.703656 3.790110 -0.86 -0.23 0.39
C 0.212343 -1.365659 -0.979572 0.49 1.09 -0.06
C -0.692590 -2.568513 -0.540070 0.11 1.15 0.56
O -0.800291 -3.588472 -1.168477 0.15 0.34 0.38
H -5.394832 -2.667891 6.031494 0.40 0.32 -1.00
H -5.065194 -1.578996 4.577241 0.35 -0.49 0.73
H -3.709308 -2.196542 5.662366 -0.93 -0.17 -0.60
H -5.334531 -3.766257 3.441664 0.71 -0.01 0.60
H -4.549341 -4.599738 4.892848 -0.27 0.66 -1.05
H -2.434754 -4.488781 3.964366 -0.67 0.79 -0.46
H -2.516291 -2.704002 3.947828 -0.70 -0.75 -0.25
H -3.259071 -4.673329 1.708934 0.10 1.14 0.04
H -3.766086 -2.928912 1.558395 0.86 -0.26 0.39
H -2.514741 -0.803740 1.946540 0.26 -0.11 -0.97
H 0.898983 3.331865 -0.861914 -0.85 -0.59 0.05
H -0.705047 2.948357 -1.618658 0.48 -0.28 0.92
H 1.231507 2.275984 1.308912 -0.95 0.13 0.10
H -0.247342 2.297425 2.416512 0.69 0.39 -0.87
H 1.596242 4.372151 2.441840 -0.99 0.06 -0.02
H -0.254013 4.687611 2.550495 0.94 -0.13 -0.25
H 0.660276 4.973878 1.031063 -0.09 -0.88 0.68
H 1.957626 4.572432 -2.490137 -0.11 -0.95 -0.57
H 1.334270 3.315461 -3.724666 0.79 0.20 0.88
H 2.963498 4.033051 -3.866207 -0.66 -0.52 0.79
H 3.054322 2.485528 0.338296 0.72 0.43 -0.76
H 4.733919 2.514477 -0.341387 -0.98 0.50 -0.26
H 4.222872 5.041910 -1.138707 -0.58 -0.56 0.46
H 2.619164 4.886699 -0.249490 0.87 -0.34 -0.28
H 4.181231 4.750326 0.631689 -0.54 -0.10 -0.94
H 3.320880 -0.603346 -2.376065 -0.93 0.41 0.31
H 3.069037 -2.871766 -2.455171 -1.07 -0.21 0.30
H 1.360213 -3.619398 -2.442401 0.92 0.31 0.72
H 4.241327 -2.501477 -0.718202 -0.66 -0.59 0.22
H 4.304143 -3.952644 0.343192 -0.94 0.48 -0.57
H 2.909648 -1.234438 0.913422 0.31 -0.90 0.20
H 2.450604 -2.703560 1.852202 0.77 0.03 -0.65
H 3.759889 -2.322236 3.951548 0.11 0.92 -0.34
H 3.262331 -0.776011 3.016940 0.63 -0.65 0.69
H 6.072163 -1.402338 4.280576 -0.52 0.72 -0.49
H 5.839379 -0.139619 2.961512 -0.38 -0.61 0.61
H 4.980918 0.047169 4.537372 0.49 -0.65 -0.43
C -0.327421 0.301199 -6.758755 -0.21 0.24 -0.18
C 0.910035 -0.358768 -7.336469 0.14 -0.31 0.09
C 2.012488 0.570474 -6.860563 0.10 0.26 -0.06
O 1.576019 1.124575 -5.612353 -0.19 -0.08 -0.11
C 0.186975 0.820865 -5.428345 0.12 -0.12 0.29
H -1.176863 -0.374286 -6.651963 0.04 0.02 0.03
H -0.633587 1.137913 -7.394377 -0.03 -0.03 0.04
H 1.040749 -1.350366 -6.896360 -0.01 0.02 -0.12
H 0.884179 -0.468862 -8.420629 0.02 -0.02 0.05
H 2.165405 1.398977 -7.561105 0.05 -0.05 -0.06
H 2.964212 0.054608 -6.719473 -0.02 0.08 0.09
H 0.110705 0.056300 -4.646908 -0.10 0.02 0.03
H -0.343030 1.715237 -5.092724 0.09 0.02 0.03
C 9.064714 3.253011 1.526350 0.32 0.01 -0.09
C 7.804420 3.161368 0.687442 -0.28 0.20 -0.02
C 7.466084 1.685033 0.791185 0.09 -0.29 -0.07
O 7.937461 1.240504 2.069368 0.06 0.28 -0.13
C 8.775976 2.256283 2.634795 -0.17 -0.06 0.24
H 9.272564 4.256157 1.899600 -0.01 -0.05 0.01
H 9.926384 2.921088 0.939791 -0.02 0.03 0.04
H 7.010180 3.760333 1.144057 0.01 -0.01 -0.05
H 7.935043 3.497138 -0.341776 -0.01 -0.04 0.03
H 7.983459 1.103305 0.021081 -0.08 0.04 -0.08
H 6.394073 1.493142 0.710064 0.05 -0.10 0.09
H 8.226456 2.726485 3.457685 0.08 0.05 0.03
H 9.682319 1.800803 3.037500 -0.08 -0.08 -0.01
C -7.261689 -7.481131 0.906523 -0.23 0.21 -0.15
C -6.002218 -8.120856 0.354505 0.09 -0.32 0.00
C -4.923397 -7.186182 0.871409 0.15 0.25 -0.02
O -5.399171 -6.652110 2.114749 -0.15 -0.11 -0.19
C -6.789133 -6.972486 2.256685 0.09 -0.07 0.28
H -8.106329 -8.166411 0.982076 0.04 0.03 0.02
H -7.559171 -6.640162 0.273125 -0.02 -0.04 0.04
H -5.872148 -9.117351 0.786646 0.02 0.03 -0.05
H -5.997266 -8.217422 -0.731417 0.02 0.03 0.04
H -4.761007 -6.347953 0.185066 0.05 -0.06 -0.07
H -3.970282 -7.693450 1.031977 -0.01 0.08 0.08
H -6.878493 -7.747025 3.026044 -0.10 0.01 0.00
H -7.337223 -6.088380 2.588042 0.11 0.02 0.03
C -4.472541 2.210450 2.175464 -0.19 -0.33 -0.09
C -5.100349 3.578366 2.354971 0.04 0.29 -0.14
C -4.757821 3.894342 3.800138 -0.08 -0.07 0.27
O -3.512759 3.239161 4.083978 -0.27 -0.13 -0.25
C -3.215205 2.329125 3.013672 0.31 0.13 -0.05
H -4.266915 1.954121 1.137064 0.07 0.00 0.08
H -5.130706 1.442257 2.594408 0.03 0.01 -0.01
H -4.615082 4.298889 1.689926 -0.04 -0.02 0.02
H -6.172284 3.600153 2.156665 0.04 0.00 0.04
H -5.512558 3.493359 4.485199 -0.06 0.07 -0.03
H -4.657284 4.966234 3.982447 0.08 -0.05 0.07
H -2.390550 2.753238 2.431490 -0.07 -0.10 -0.09
H -2.893210 1.370221 3.426977 0.01 0.07 0.12
C -1.668183 -4.275190 -9.521489 -0.23 0.22 -0.15
C -0.431835 -4.937893 -10.097644 0.09 -0.33 0.00
C 0.671700 -4.010756 -9.620645 0.15 0.25 -0.01
O 0.235991 -3.455325 -8.372821 -0.19 -0.18 -0.22
C -1.154022 -3.756092 -8.190889 0.10 -0.08 0.29
H -2.519123 -4.948448 -9.415321 0.04 0.03 0.02
H -1.971509 -3.438335 -10.157618 -0.02 -0.04 0.04
H -0.303003 -5.930529 -9.656429 0.01 0.03 -0.05
H -0.456484 -5.047970 -11.182086 0.02 0.03 0.04
H 0.826447 -3.183194 -10.321638 0.04 -0.06 -0.07
H 1.622261 -4.528181 -9.478441 -0.01 0.08 0.08
H -1.233036 -4.519799 -7.409787 -0.10 0.02 0.00
H -1.682065 -2.860789 -7.856612 0.11 0.02 0.03
C -1.733895 6.206995 6.672374 -0.17 -0.01 0.22
C -1.847695 5.794301 5.217074 0.14 -0.23 -0.16
C -2.535187 6.999918 4.602434 -0.14 0.13 0.03
O -2.126000 8.143298 5.364652 0.02 -0.23 0.07
C -1.466180 7.697372 6.555834 0.17 0.18 -0.07
H -0.954796 5.676329 7.220509 -0.02 0.04 -0.02
H -2.687067 6.036683 7.181982 0.06 0.00 0.01
H -0.848337 5.674147 4.786478 -0.03 0.01 0.00
H -2.398114 4.865128 5.064440 0.10 0.11 -0.02
H -3.625108 6.918035 4.678377 -0.01 -0.05 -0.06
H -2.269923 7.145421 3.552993 -0.02 0.10 0.04
H -0.395400 7.900505 6.443166 0.02 -0.03 0.10
H -1.838330 8.260440 7.413892 -0.02 0.07 -0.10
```
Forces are in eV/Å.

Summary:
SMILES: CCCCOC1=CC(=O)c2c(COCC)c(P(C)CC)cc(COCCOCC)c2C1=O.C1CCOC1.C1CCOC1.C1CCOC1.C1CCOC1.C1CCOC1.C1CCOC1
Maximum force in eV Å⁻¹: 2.90
Multiplicity: 1
LUMO in eV: -0.56
Electronic energy in eV: -86042.7267
Total charge: 0
Kohn-Sham gap in eV: 7.4809
Relative energy (zero: lowest compared OMol25 entry of this formula, charge and spin) in kJ/mol: 317.6

Löwdin population analysis, charges in e, atoms 1 to 6: atom 1 (C): -0.12, atom 2 (C): -0.23, atom 3 (C): -0.18, atom 4 (C): -0.17, atom 5 (O): -0.05, atom 6 (C): -0.18

Entry 2:
Here is the ion C5H5O2S with charge -1 in a non-equilibrium geometry from the OMol25 dataset. Energies are from ωB97M-V with the def2-TZVPD basis set.

Structure (XYZ):
```
13
Properties=species:S:1:pos:R:3:forces:R:3
C 1.140278 1.128525 -0.191444 0.60 0.72 0.04
C 1.839149 -0.022107 -0.078415 -2.39 -3.18 0.72
C -0.281645 1.088684 -0.064518 -0.26 -0.47 -0.56
C 0.175412 -1.236343 0.382202 3.41 -1.03 0.91
C -0.731521 -0.402012 -0.320788 -2.22 2.38 1.77
O 2.876201 -0.617126 -0.087691 0.55 0.65 -0.10
O -1.047049 2.024562 0.097359 -0.03 0.13 0.04
S -2.679655 -0.558066 -0.057567 0.80 -1.21 -0.43
H 1.730779 2.006722 -0.342703 -0.12 0.85 0.01
H 0.432080 -2.196914 -0.122932 -0.24 0.56 0.76
H 0.274414 -1.244656 1.541517 -0.63 0.05 -2.20
H -0.765818 -0.495269 -1.364125 0.46 -0.49 -1.45
H -2.962631 0.524005 0.609111 0.10 1.04 0.51
```
Forces are in eV/Å.

Summary:
Maximum force in eV Å⁻¹: 4.05
Multiplicity: 1
LUMO in eV: 3.52
Electronic energy in eV: -20195.8000
Total charge: -1
Kohn-Sham gap in eV: 6.9261
Relative energy (zero: lowest compared OMol25 entry of this formula, charge and spin) in kJ/mol: 116.6

Löwdin population analysis, charges in e, atoms 1 to 6: atom 1 (C): -0.07, atom 2 (C): -0.34, atom 3 (C): -0.48, atom 4 (C): -0.15, atom 5 (C): -0.60, atom 6 (O): 0.01